Entry 1:
DFT (ωB97M-V/def2-TZVPD) results for a 12-piece molecular cluster, C42H120N2O40P10 overall at a distorted geometry.

Last column: Löwdin charge in e.
CARTESIAN COORDINATES (ANGSTROEM)
C -5.184 4.093 2.956  -0.064
O -4.084 4.406 3.838  -0.204
P -3.026 5.387 3.273  0.355
O -3.608 6.706 2.932  -0.232
O -1.884 5.383 4.393  -0.200
C -1.361 4.168 4.896  -0.102
O -2.392 4.566 2.043  -0.259
C -1.368 5.106 1.203  -0.079
H -4.837 3.424 2.158  0.075
H -5.553 5.029 2.516  0.092
H -5.964 3.671 3.580  0.089
H -1.890 3.745 5.770  0.101
H -0.309 4.302 5.179  0.072
H -1.425 3.471 4.053  0.074
H -0.703 5.637 1.911  0.096
H -1.712 5.841 0.444  0.107
H -0.815 4.277 0.752  0.062
C 1.968 -7.302 0.050  -0.072
O 0.765 -6.506 -0.012  -0.221
P 0.962 -4.964 -0.272  0.324
O 1.670 -4.597 -1.496  -0.209
O 1.629 -4.411 1.051  -0.210
C 2.266 -3.119 1.102  -0.075
O -0.545 -4.477 -0.216  -0.240
C -1.503 -4.778 0.838  -0.048
H 2.645 -6.988 -0.743  0.087
H 1.651 -8.320 -0.085  0.082
H 2.475 -7.211 1.021  0.095
H 1.794 -2.447 1.817  0.080
H 2.175 -2.656 0.100  0.072
H 3.347 -3.270 1.250  0.090
H -0.943 -4.700 1.774  0.091
H -1.867 -5.812 0.792  0.093
H -2.286 -4.027 0.785  0.068
C 7.191 -2.803 1.255  -0.054
O 6.164 -2.931 0.207  -0.244
P 5.840 -1.699 -0.750  0.385
O 6.903 -0.697 -0.884  -0.227
O 4.462 -1.133 -0.191  -0.241
C 4.295 0.244 0.288  -0.036
O 5.372 -2.407 -2.120  -0.209
C 4.419 -3.416 -2.069  -0.140
H 7.106 -1.869 1.830  0.093
H 8.153 -2.797 0.722  0.089
H 7.158 -3.700 1.876  0.085
H 3.701 0.764 -0.459  0.060
H 5.297 0.679 0.425  0.089
H 3.752 0.169 1.226  0.077
H 4.347 -3.634 -1.004  0.056
H 4.750 -4.351 -2.542  0.105
H 3.418 -3.147 -2.380  0.063
C -1.384 0.644 -3.545  -0.009
O -2.228 1.288 -2.481  -0.226
P -3.760 1.101 -2.316  0.312
O -4.214 -0.290 -2.267  -0.219
O -4.004 1.949 -1.046  -0.197
C -3.557 3.276 -0.903  -0.070
O -4.417 1.987 -3.495  -0.224
C -5.774 1.645 -3.891  -0.077
H -0.293 0.700 -3.388  0.070
H -1.674 1.147 -4.481  0.087
H -1.724 -0.397 -3.680  0.088
H -2.467 3.241 -0.954  0.076
H -3.940 3.739 -0.006  0.074
H -3.905 3.847 -1.772  0.101
H -6.522 2.007 -3.174  0.094
H -5.832 0.559 -3.915  0.073
H -5.916 2.041 -4.890  0.084
C 1.032 3.355 -5.633  -0.049
O 0.617 4.725 -5.552  -0.197
P 0.412 5.465 -4.191  0.359
O -0.346 4.672 -3.223  -0.215
O 1.808 6.060 -3.696  -0.236
C 1.760 6.557 -2.321  -0.065
O -0.347 6.800 -4.702  -0.231
C 0.320 7.850 -5.483  -0.060
H 2.121 3.229 -5.722  0.074
H 0.499 2.862 -6.444  0.088
H 0.702 2.903 -4.678  0.074
H 2.814 6.598 -2.030  0.085
H 1.261 5.909 -1.619  0.061
H 1.305 7.554 -2.328  0.096
H -0.288 8.737 -5.646  0.085
H 0.566 7.396 -6.435  0.079
H 1.264 8.101 -4.935  0.091
C -6.539 -0.362 3.101  -0.089
O -6.019 -0.969 1.928  -0.210
P -4.793 -1.939 2.141  0.348
O -3.694 -1.389 2.923  -0.211
O -5.523 -3.212 2.835  -0.233
C -4.668 -4.304 3.306  -0.064
O -4.433 -2.391 0.678  -0.223
C -5.398 -2.681 -0.359  -0.054
H -7.349 0.326 2.872  0.090
H -5.733 0.173 3.626  0.080
H -6.894 -1.209 3.718  0.094
H -3.985 -3.819 4.036  0.077
H -4.008 -4.761 2.543  0.078
H -5.275 -5.090 3.715  0.082
H -5.323 -1.893 -1.117  0.063
H -6.404 -2.713 0.053  0.088
H -5.121 -3.595 -0.864  0.088
C -0.659 -7.531 -2.720  -0.054
O -1.250 -7.468 -4.087  -0.236
P -2.523 -6.569 -4.473  0.336
O -2.617 -6.424 -5.932  -0.237
O -3.760 -7.339 -3.860  -0.229
C -4.390 -8.470 -4.525  -0.072
O -2.454 -5.265 -3.587  -0.229
C -1.476 -4.256 -3.896  -0.079
H -1.004 -6.592 -2.236  0.062
H 0.452 -7.477 -2.792  0.095
H -1.072 -8.418 -2.163  0.103
H -4.524 -8.343 -5.602  0.086
H -5.389 -8.575 -4.058  0.091
H -3.804 -9.358 -4.292  0.084
H -1.738 -3.261 -3.548  0.080
H -1.417 -4.202 -5.000  0.087
H -0.509 -4.623 -3.519  0.081
C 2.430 -0.368 -3.031  -0.050
O 1.886 -0.222 -4.375  -0.239
P 1.911 -1.450 -5.406  0.344
O 1.011 -2.547 -5.036  -0.212
O 1.712 -0.724 -6.769  -0.202
C 0.342 -0.504 -7.144  -0.073
O 3.472 -1.776 -5.428  -0.230
C 3.976 -3.027 -5.917  -0.072
H 1.928 -1.176 -2.504  0.085
H 2.277 0.609 -2.537  0.076
H 3.499 -0.583 -3.121  0.073
H -0.229 -1.415 -6.940  0.085
H 0.335 -0.268 -8.209  0.095
H -0.095 0.315 -6.547  0.078
H 3.239 -3.832 -5.803  0.088
H 4.890 -3.266 -5.354  0.093
H 4.160 -2.883 -6.981  0.088
C 0.711 2.725 -1.189  -0.105
O 1.297 1.806 -0.254  -0.216
P 0.384 0.783 0.533  0.421
O 1.159 0.037 1.555  -0.224
O -0.763 1.758 1.039  -0.222
C -1.875 1.067 1.579  -0.101
O -0.299 -0.081 -0.663  -0.223
C -0.672 -1.454 -0.367  -0.062
H 0.817 3.790 -0.899  0.080
H -0.345 2.501 -1.287  0.055
H 1.223 2.613 -2.164  0.076
H -2.365 0.464 0.794  0.081
H -2.647 1.770 1.968  0.102
H -1.531 0.377 2.352  0.075
H -0.557 -1.909 -1.355  0.089
H -1.720 -1.567 -0.064  0.089
H 0.032 -1.972 0.269  0.053
C 3.389 0.796 8.345  -0.076
O 2.184 0.934 7.592  -0.221
P 1.896 2.252 6.810  0.299
O 3.097 2.740 6.112  -0.227
O 1.337 3.194 7.938  -0.214
C 1.337 4.622 7.749  -0.070
O 0.589 1.906 5.991  -0.228
C 0.712 1.164 4.747  -0.057
H 3.104 0.184 9.193  0.088
H 3.793 1.757 8.651  0.088
H 4.099 0.268 7.689  0.099
H 1.058 5.069 8.726  0.102
H 0.659 4.865 6.926  0.067
H 2.353 4.947 7.485  0.089
H 0.205 0.208 4.832  0.081
H 1.753 1.011 4.489  0.084
H 0.262 1.744 3.938  0.074
C -1.027 0.005 8.733  -0.093
C -2.528 -0.183 8.620  -0.262
N -2.822 -1.181 7.583  -0.180
C -2.315 -0.807 6.291  -0.270
C -2.851 0.452 5.635  -0.079
C -4.287 -1.441 7.605  -0.259
C -4.693 -2.490 6.614  -0.108
H -0.636 0.647 7.933  0.042
H -0.441 -0.926 8.744  0.088
H -0.740 0.542 9.661  0.082
H -2.923 -0.517 9.570  0.106
H -3.039 0.764 8.404  0.113
H -2.551 -1.629 5.602  0.101
H -1.227 -0.692 6.337  0.095
H -2.447 1.355 6.126  0.064
H -3.946 0.507 5.640  0.065
H -2.535 0.505 4.583  0.055
H -4.516 -1.813 8.618  0.117
H -4.837 -0.497 7.418  0.112
H -3.974 -3.332 6.569  0.090
H -5.669 -2.922 6.856  0.076
H -4.819 -2.083 5.606  0.049
C 4.321 3.670 -1.921  -0.049
C 4.681 3.797 -3.432  -0.224
N 4.720 2.463 -4.088  -0.176
C 5.678 1.508 -3.565  -0.253
C 7.199 1.791 -3.623  -0.069
C 4.876 2.674 -5.515  -0.272
C 4.695 1.400 -6.384  -0.060
H 5.208 3.283 -1.467  0.057
H 3.452 3.030 -1.816  0.048
H 4.111 4.668 -1.508  0.066
H 4.001 4.415 -4.008  0.084
H 5.671 4.309 -3.604  0.121
H 5.497 1.402 -2.490  0.088
H 5.539 0.523 -4.007  0.101
H 7.498 2.755 -3.198  0.069
H 7.703 1.019 -3.047  0.062
H 7.623 1.729 -4.613  0.057
H 5.783 3.249 -5.801  0.120
H 4.095 3.380 -5.838  0.084
H 3.749 0.913 -6.243  0.039
H 5.482 0.644 -6.211  0.075
H 4.806 1.707 -7.410  0.066

Calculated values
- SMILES string: COP(=O)(OC)OC.COP(=O)(OC)OC.COP(=O)(OC)OC.COP(=O)(OC)OC.COP(=O)(OC)OC.COP(=O)(OC)OC.COP(=O)(OC)OC.COP(=O)(OC)OC.COP(=O)(OC)OC.COP(=O)(OC)OC.CCN(CC)CC.CCN(CC)CC
- Total charge: 0
- E: -223291.972 eV
- HOMO level: -8.230 eV

---

Entry 2:
DFT (ωB97M-V/def2-TZVPD) results for C42H26AsN8PtS2Se as an isolated structure at a distorted geometry.

Last column: Löwdin charge in e.
CARTESIAN COORDINATES (ANGSTROEM)
Pt -0.481 -0.762 -1.174  1.128
S -1.818 -6.998 2.757  1.143
N -0.561 -5.998 2.783  -0.183
C -0.859 -4.990 1.977  -0.296
C -0.012 -3.842 1.723  -0.048
C 1.237 -3.664 2.324  0.077
C 1.948 -2.526 2.031  0.023
C 1.420 -1.605 1.137  -0.092
N 0.231 -1.748 0.552  -0.101
C -0.487 -2.874 0.842  -0.159
C -1.789 -3.009 0.221  -0.149
N -2.160 -1.996 -0.590  -0.014
C -3.383 -2.003 -1.115  -0.068
C -4.278 -3.044 -0.892  0.018
C -3.893 -4.111 -0.109  0.074
C -2.628 -4.090 0.485  -0.048
C -2.131 -5.111 1.380  -0.298
N -2.780 -6.208 1.742  -0.182
H 1.616 -4.420 3.000  0.146
H 2.919 -2.339 2.468  0.136
H 1.986 -0.732 0.880  0.081
H -3.674 -1.158 -1.721  0.115
H -5.261 -3.002 -1.338  0.133
H -4.551 -4.953 0.066  0.145
S 0.722 -2.475 -2.155  0.714
C 1.672 -1.728 -3.453  -0.646
C 2.312 -2.601 -4.332  -0.088
C 3.052 -2.089 -5.384  -0.024
C 3.141 -0.715 -5.592  -0.035
C 2.517 0.154 -4.718  -0.087
C 1.797 -0.356 -3.634  -0.395
As 1.105 0.791 -2.274  1.328
C 0.285 2.281 -3.148  -0.371
C 0.176 3.479 -2.442  -0.092
C -0.352 4.596 -3.072  -0.039
C -0.762 4.515 -4.397  -0.030
C -0.658 3.317 -5.095  -0.040
C -0.141 2.192 -4.471  -0.108
C 2.565 1.617 -1.338  -0.353
C 2.763 1.512 0.030  -0.119
C 3.862 2.114 0.625  -0.044
C 4.758 2.829 -0.156  -0.029
C 4.541 2.965 -1.521  -0.030
C 3.439 2.374 -2.118  -0.082
H 2.231 -3.671 -4.191  0.118
H 3.556 -2.769 -6.056  0.129
H 3.700 -0.328 -6.433  0.126
H 2.588 1.222 -4.880  0.106
H 0.518 3.549 -1.416  0.113
H -0.425 5.533 -2.537  0.123
H -1.147 5.395 -4.895  0.125
H -0.962 3.266 -6.132  0.124
H -0.038 1.268 -5.026  0.103
H 2.026 1.019 0.639  0.060
H 4.012 2.042 1.694  0.121
H 5.615 3.302 0.302  0.127
H 5.228 3.542 -2.125  0.126
H 3.278 2.501 -3.181  0.104
Se -5.960 4.236 -3.009  1.273
N -5.014 3.992 -1.531  -0.193
C -4.169 3.022 -1.770  -0.335
C -3.213 2.526 -0.787  -0.054
C -3.090 3.022 0.515  0.071
C -2.134 2.485 1.352  0.017
C -1.323 1.452 0.892  -0.074
N -1.448 0.965 -0.339  -0.049
C -2.369 1.492 -1.172  -0.163
C -2.436 0.904 -2.498  -0.180
N -1.597 -0.131 -2.751  -0.116
C -1.653 -0.775 -3.920  -0.088
C -2.552 -0.388 -4.907  0.022
C -3.398 0.679 -4.679  0.071
C -3.349 1.341 -3.449  -0.064
C -4.227 2.445 -3.082  -0.337
N -5.118 2.953 -3.896  -0.195
H -3.749 3.817 0.843  0.143
H -2.005 2.853 2.361  0.134
H -0.557 1.014 1.519  0.120
H -0.978 -1.610 -4.049  0.099
H -2.571 -0.931 -5.841  0.138
H -4.107 1.010 -5.428  0.144

Calculated values
- Total charge: +3
- E: -206977.745 eV
- HOMO level: -15.778 eV
- Energy above the lowest of the compared OMol25 structures with the same formula, charge and spin: 0.180 eV

---

Entry 3:
DFT (ωB97M-V/def2-TZVPD) results for C42H26IN6O6Pb as an isolated structure at a distorted geometry.

Last column: Löwdin charge in e.
CARTESIAN COORDINATES (ANGSTROEM)
Pb -0.814 -0.693 0.035  1.178
O -1.817 -0.548 4.307  0.016
C -1.577 -0.800 3.127  -0.465
N -2.027 -0.173 2.025  0.000
C -2.864 0.941 2.154  -0.178
C -3.579 1.236 3.335  -0.001
C -4.365 2.363 3.459  -0.085
C -4.490 3.269 2.415  -0.091
C -3.833 2.983 1.238  -0.032
C -3.048 1.846 1.100  -0.193
N -2.490 1.635 -0.225  0.004
C -3.449 1.099 -1.111  -0.379
O -4.603 0.965 -0.785  0.135
C -3.040 0.597 -2.473  -0.244
C -3.991 0.693 -3.473  0.000
C -3.665 0.174 -4.715  -0.037
C -2.464 -0.482 -4.857  -0.020
C -1.593 -0.598 -3.766  -0.239
N -1.851 0.013 -2.620  0.117
C -0.640 -1.988 2.913  -0.189
C -0.311 -2.773 4.011  0.010
C 0.547 -3.841 3.836  -0.054
C 1.051 -4.114 2.572  -0.047
C 0.678 -3.291 1.529  -0.124
N -0.135 -2.253 1.714  -0.038
H -3.485 0.564 4.169  0.094
H -4.885 2.534 4.394  0.098
H -5.099 4.158 2.507  0.095
H -3.926 3.642 0.383  0.126
H -4.944 1.154 -3.264  0.121
H -4.349 0.260 -5.549  0.109
H -2.191 -0.926 -5.805  0.118
H 0.136 -0.936 -4.855  0.169
H -0.727 -2.510 4.971  0.117
H 0.833 -4.454 4.680  0.110
H 1.726 -4.940 2.398  0.105
H 1.039 -3.444 0.519  0.112
I -2.521 -3.154 -1.020  -0.150
C -0.363 -1.451 -4.011  -0.195
C -0.774 -2.782 -4.597  -0.059
C 0.189 -3.667 -4.964  -0.102
C 1.515 -3.451 -4.567  -0.023
C 1.802 -2.530 -3.507  -0.188
C 3.023 -2.635 -2.826  -0.044
C 3.259 -1.917 -1.673  -0.075
C 2.255 -1.098 -1.160  -0.112
C 1.066 -0.984 -1.854  -0.074
C 0.797 -1.630 -3.041  -0.134
H -1.823 -2.986 -4.754  0.103
H -0.073 -4.567 -5.506  0.103
H 2.296 -4.136 -4.870  0.101
H 3.770 -3.320 -3.209  0.106
H 4.202 -2.005 -1.149  0.105
H 2.417 -0.559 -0.240  0.069
N 2.010 6.427 -2.049  0.136
C 1.257 5.613 -1.746  -0.188
C 0.298 4.609 -1.369  -0.231
C -0.575 4.090 -2.320  -0.019
C -1.491 3.115 -1.969  0.002
C -1.550 2.641 -0.660  -0.183
C -0.699 3.197 0.296  0.002
C 0.239 4.141 -0.062  -0.018
H -0.546 4.454 -3.337  0.117
H -2.154 2.758 -2.737  0.104
H -0.683 2.800 1.302  0.130
H 0.951 4.490 0.670  0.126
O 2.004 1.757 0.292  0.015
C 1.906 0.949 1.217  -0.675
O 0.870 0.332 1.594  -0.152
C 3.130 0.699 2.097  -0.101
C 4.306 1.406 1.874  -0.004
C 5.441 1.159 2.636  -0.062
C 5.417 0.187 3.625  -0.014
C 4.239 -0.512 3.821  -0.136
C 3.093 -0.276 3.085  0.070
N 4.212 -1.564 4.861  -0.346
O 3.188 -2.206 4.997  0.069
O 5.230 -1.750 5.508  0.056
H 4.300 2.146 1.085  0.118
H 6.350 1.717 2.458  0.102
H 6.281 -0.036 4.232  0.112
H 2.184 -0.834 3.259  0.120

Calculated values
- Total charge: -1
- E: -78549.931 eV
- HOMO level (alpha / beta): -4.944 / -5.051 eV
- Energy above the lowest of the compared OMol25 structures with the same formula, charge and spin: 0.819 eV

---

Entry 4:
DFT (ωB97M-V/def2-TZVPD) results for C42H27BBr2F4N5NiO3P as an isolated structure at a distorted geometry.

Last column: Löwdin charge in e.
CARTESIAN COORDINATES (ANGSTROEM)
Ni 0.096 -0.009 -0.156  0.144
Br 5.786 -4.796 -1.424  0.746
C 5.773 -3.626 0.068  -0.698
C 4.609 -3.476 0.807  -0.120
C 4.590 -2.621 1.896  -0.011
C 5.742 -1.922 2.265  -0.273
C 6.907 -2.120 1.530  -0.029
C 6.928 -2.952 0.421  -0.119
N 5.921 -1.134 3.454  0.056
N 4.985 -0.579 4.065  0.069
C 3.767 -0.262 3.434  -0.269
C 2.636 -0.389 4.220  -0.021
C 1.342 -0.337 3.702  0.006
C 1.144 -0.125 2.338  -0.328
O -0.003 -0.132 1.758  -0.114
C 2.315 0.198 1.550  -0.121
N 2.049 0.576 0.271  0.051
C 3.031 1.059 -0.456  -0.129
C 4.348 1.153 0.020  -0.019
C 4.643 0.682 1.268  0.012
C 3.608 0.174 2.086  -0.115
H 3.716 -4.026 0.538  0.092
H 3.677 -2.544 2.471  0.119
H 7.808 -1.612 1.852  0.115
H 7.839 -3.089 -0.146  0.102
H 2.796 -0.604 5.271  0.116
H 0.475 -0.476 4.335  0.114
H 2.786 1.381 -1.461  0.113
H 5.113 1.581 -0.614  0.111
H 5.656 0.724 1.644  0.119
F 0.161 5.702 -4.495  0.150
C 0.103 4.472 -4.008  -0.137
C 0.049 3.389 -4.853  -0.137
F 0.051 3.565 -6.169  0.140
C -0.014 2.116 -4.316  -0.216
F -0.113 1.141 -5.224  0.087
C -0.006 1.845 -2.950  -0.227
P 0.027 0.084 -2.321  1.119
C -1.281 -0.758 -3.274  -0.333
C -1.206 -2.145 -3.353  -0.073
C -2.192 -2.864 -4.016  -0.070
C -3.255 -2.201 -4.608  -0.079
C -3.338 -0.817 -4.525  -0.069
C -2.361 -0.101 -3.853  -0.094
C 1.528 -0.729 -3.030  -0.306
C 2.423 -1.323 -2.142  -0.133
C 3.567 -1.968 -2.593  -0.075
C 3.821 -2.061 -3.950  -0.068
C 2.904 -1.535 -4.852  -0.068
C 1.766 -0.887 -4.400  -0.072
C -0.004 2.979 -2.109  -0.533
Br -0.197 2.980 -0.233  0.982
C 0.065 4.258 -2.643  -0.276
F 0.078 5.338 -1.866  0.075
H -0.381 -2.675 -2.891  0.099
H -2.123 -3.943 -4.069  0.105
H -4.020 -2.759 -5.133  0.103
H -4.169 -0.294 -4.981  0.106
H -2.451 0.974 -3.770  0.112
H 2.212 -1.317 -1.084  0.065
H 4.247 -2.408 -1.874  0.058
H 4.713 -2.562 -4.304  0.105
H 3.068 -1.638 -5.918  0.106
H 1.052 -0.537 -5.124  0.095
O -2.556 -0.394 1.044  0.130
B -1.836 -0.014 -0.106  -0.534
O -2.760 0.434 -1.069  0.096
C -4.008 0.311 -0.517  -0.197
C -5.233 0.599 -1.074  0.006
C -6.351 0.371 -0.271  -0.094
C -6.225 -0.123 1.023  -0.094
C -4.975 -0.416 1.571  0.008
C -3.881 -0.191 0.766  -0.200
H -5.320 0.981 -2.082  0.115
H -7.337 0.580 -0.665  0.099
H -7.114 -0.281 1.619  0.099
H -4.865 -0.794 2.578  0.118
N -0.542 -4.373 0.928  0.064
C 0.355 -4.875 0.014  -0.095
C 0.947 -3.782 -0.543  -0.159
N 0.430 -2.629 0.009  0.073
C -0.459 -3.022 0.887  -0.166
H -1.156 -4.905 1.518  0.150
H 0.484 -5.931 -0.148  0.108
H 1.711 -3.760 -1.304  0.091
H -1.045 -2.365 1.512  0.121

Calculated values
- Total charge: 0
- E: -259549.455 eV
- HOMO level: -7.130 eV
- Energy above the lowest of the compared OMol25 structures with the same formula, charge and spin: 0.624 eV